Record 1
78
Properties=species:S:1:pos:R:3 method="wB97M-V/def2-TZVPD" spin_multiplicity=6 s2=8.759 e_homo_ev="-12.243 / -12.238" lumo_ev="-5.06 / -6.91" de_lowest_kcal_mol=0.0 charge=+2
Fe -0.5463 -0.2593 -0.2148
C -0.4836 1.2652 5.0602
N -0.2480 0.4418 3.8728
C 0.2302 -0.8420 3.8851
C 0.3389 -1.2345 2.5878
N -0.0783 -0.2030 1.7869
C -0.4204 0.8060 2.5884
P -0.8456 2.4877 2.0616
C 0.4701 2.6417 0.8058
N 0.7412 1.7518 -0.1383
C 1.6600 2.3407 -0.9662
C 1.9560 3.5865 -0.4998
N 1.1988 3.7653 0.6238
C 1.1674 4.9794 1.4401
C -2.1402 2.1452 0.8313
N -1.9688 1.3776 -0.2384
C -3.0678 1.5515 -1.0323
C -3.9035 2.4468 -0.4374
N -3.3149 2.8051 0.7436
C -3.8748 3.7430 1.7169
H -0.2341 0.6769 5.9376
H -1.5294 1.5579 5.1162
H 0.1445 2.1526 5.0379
H 0.4604 -1.3594 4.7995
H 0.6740 -2.1737 2.1891
H 2.0444 1.8457 -1.8407
H 2.6380 4.3383 -0.8567
H 1.9168 5.6671 1.0605
H 1.3959 4.7449 2.4769
H 0.1905 5.4543 1.3806
H -3.1943 1.0252 -1.9612
H -4.8624 2.8295 -0.7396
H -4.9387 3.8438 1.5252
H -3.4012 4.7187 1.6262
H -3.7320 3.3620 2.7245
N 2.8925 -0.0377 0.6593
C 3.2843 -1.3489 0.6714
C 4.5167 -1.7049 1.1725
C 4.9524 -3.0360 1.1884
C 4.1599 -4.0231 0.6830
C 2.9020 -3.6934 0.1385
C 2.1014 -4.6909 -0.4571
C 0.9204 -4.3518 -1.0315
C 0.4987 -3.0168 -0.9580
N 1.1728 -2.0403 -0.3828
C 2.4249 -2.3540 0.1394
H 3.5012 0.6795 1.0074
H 2.0118 0.2239 0.2631
H 5.1634 -0.9254 1.5568
H 5.9269 -3.2720 1.5938
H 4.4814 -5.0557 0.6782
H 2.4515 -5.7158 -0.4622
H 0.2956 -5.0836 -1.5218
H -0.4364 -2.7414 -1.4178
C -3.9899 -2.5535 -1.0824
C -2.9951 -2.1984 0.0131
O -1.9746 -1.3715 -0.4836
C -3.7534 -1.4792 1.1640
F -4.6349 -2.2476 1.7828
F -2.8936 -1.0098 2.0917
F -4.4281 -0.4315 0.6835
C -2.3847 -3.5237 0.5618
F -2.0037 -4.3008 -0.4606
F -1.2989 -3.2844 1.3100
F -3.2333 -4.2306 1.2921
H -4.4267 -1.6436 -1.4870
H -4.7840 -3.1822 -0.6805
H -3.4830 -3.0917 -1.8788
C 0.0023 -1.2116 -4.2134
C -0.2343 -0.0086 -3.3675
C -0.8092 1.2261 -3.9751
O 0.0233 -0.0508 -2.1633
H 0.1754 -0.9565 -5.2557
H -0.9040 -1.8256 -4.1630
H 0.8247 -1.8025 -3.8144
H -0.4454 1.3814 -4.9885
H -0.6119 2.0954 -3.3513
H -1.8936 1.0878 -4.0390

Record 2
69
Properties=species:S:1:pos:R:3 method="wB97M-V/def2-TZVPD" e_homo_ev="-7.371 / -6.978" lumo_ev="-0.49 / -0.30" de_lowest_kcal_mol=0.0
Ir 0.5820 2.5935 -0.0484
C 4.4778 -1.4407 -0.2105
C 5.2037 -0.2566 -0.2777
C 4.5505 0.9573 -0.3818
C 3.1576 0.9869 -0.4014
C 2.4261 -0.1884 -0.3112
C 3.0920 -1.4041 -0.2319
N 2.4493 2.2183 -0.5556
N 3.1447 3.1236 -1.1767
C 2.3956 4.2082 -1.4591
C 2.9676 5.3368 -2.0748
C 2.1779 6.4083 -2.3714
C 0.8070 6.3441 -2.0544
C 0.3028 5.2272 -1.4557
N 1.0720 4.1486 -1.1495
H 4.9936 -2.3904 -0.1432
H 6.2858 -0.2801 -0.2556
H 5.0996 1.8842 -0.4519
H 1.3436 -0.1469 -0.3421
H 2.5183 -2.3213 -0.1820
H 4.0267 5.3117 -2.2872
H 2.5905 7.2895 -2.8430
H 0.1434 7.1658 -2.2825
H -0.7416 5.1456 -1.1937
O 0.2898 1.1952 1.3972
N -0.8278 1.2663 2.1191
C -0.8564 0.5101 3.2396
C -1.9197 0.5675 4.0913
C -2.9920 1.4114 3.7719
C -2.9522 2.1473 2.6185
C -1.8351 2.0995 1.7646
S -1.6361 3.0624 0.3629
H 0.0264 -0.0943 3.3814
H -1.9158 -0.0322 4.9889
H -3.8461 1.4806 4.4321
H -3.7555 2.8173 2.3461
C -4.3177 -0.7276 -1.0535
C -3.4745 -1.5945 -0.1343
C -4.0574 -1.7089 1.2525
O -2.1623 -1.0195 -0.0054
H -5.3313 -1.1236 -1.1359
H -3.8830 -0.6834 -2.0527
H -4.3665 0.2882 -0.6553
H -3.3782 -2.5933 -0.5738
H -4.2057 -0.7173 1.6778
H -3.3933 -2.2748 1.9070
H -5.0231 -2.2149 1.2122
C 0.7028 -2.9148 1.8303
N 0.5557 -3.7891 0.6798
C 0.7344 -5.1804 1.0481
C -0.7244 -3.5424 0.0149
C -0.6093 -2.5083 -1.0834
C 0.2630 -2.7262 -2.1465
C 0.4215 -1.7895 -3.1546
C -0.2908 -0.5979 -3.1068
C -1.1463 -0.3491 -2.0475
C -1.3132 -1.3043 -1.0519
H 1.7162 -2.9812 2.2286
H -0.0090 -3.1726 2.6340
H 0.5257 -1.8792 1.5321
H 1.7160 -5.3122 1.5051
H 0.6860 -5.8115 0.1604
H -0.0241 -5.5342 1.7672
H -1.4603 -3.2156 0.7563
H -1.0950 -4.4796 -0.4078
H 0.8405 -3.6436 -2.1630
H 1.1081 -1.9815 -3.9688
H -0.1635 0.1468 -3.8818
H -1.6871 0.5839 -1.9556

Record 3
71
Properties=species:S:1:pos:R:3 method="wB97M-V/def2-TZVPD" spin_multiplicity=3 s2=2.030 e_homo_ev="-7.554 / -8.196" lumo_ev="-0.48 / -0.45"
Mo 0.0216 -0.0776 0.8643
C -1.6175 -0.7571 -2.2030
C -0.9103 -1.9341 -1.6474
C -0.8545 -3.1362 -2.3384
C -0.1526 -4.2004 -1.8087
C 0.4511 -4.0545 -0.5701
C 0.3564 -2.8436 0.0992
N -0.2998 -1.8041 -0.4592
Sb 0.8642 -2.7132 2.2913
C 2.2971 -1.0392 2.0100
C 3.5723 -1.3464 2.4477
C 4.4817 -0.3090 2.5998
C 4.0779 0.9896 2.3635
C 2.7853 1.2429 1.9222
C 2.2560 2.6213 1.7421
N 1.9590 0.2129 1.7070
C -1.2612 -2.2216 2.4195
C -1.9510 -2.9713 3.3551
C -3.3011 -2.7358 3.5303
C -3.8977 -1.7443 2.7838
C -3.1464 -0.9904 1.8889
C -3.8047 0.1536 1.1903
N -1.8413 -1.2583 1.6923
H -1.7471 -0.8509 -3.2799
H -1.0685 0.1553 -1.9812
H -2.6027 -0.6769 -1.7454
H -1.3434 -3.2146 -3.2994
H -0.0766 -5.1314 -2.3547
H 0.9848 -4.8776 -0.1150
H 3.8369 -2.3656 2.6967
H 5.4884 -0.5153 2.9384
H 4.7467 1.8214 2.5319
H 3.0664 3.3459 1.6990
H 1.6169 2.8434 2.6012
H 1.6333 2.6969 0.8511
H -1.4271 -3.7035 3.9550
H -3.8717 -3.3014 4.2551
H -4.9466 -1.5133 2.9062
H -4.8800 -0.0128 1.1374
H -3.4077 0.3062 0.1945
H -3.6181 1.0747 1.7410
Se -1.1699 2.1248 0.4881
C -1.2886 2.8077 -1.3018
C -0.3777 3.7660 -1.7381
C -0.5040 4.3227 -3.0016
C -1.5444 3.9364 -3.8343
C -2.4728 3.0061 -3.3921
C -2.3508 2.4490 -2.1263
H 0.4356 4.0609 -1.0886
H 0.2134 5.0597 -3.3381
H -1.6389 4.3711 -4.8203
H -3.2998 2.7186 -4.0290
H -3.0815 1.7397 -1.7731
O -1.2969 0.0876 5.1133
Se 0.0814 0.1778 4.2979
O 1.2176 1.2028 4.7895
O -0.3490 0.6721 2.7113
O 0.7443 -1.3550 4.1323
C 1.0084 1.2315 -3.0987
C 1.4558 -0.0196 -2.3522
C 2.8510 -0.4208 -2.8503
C 1.5175 0.1456 -0.8200
H 1.0245 1.0662 -4.1776
H 1.6823 2.0644 -2.8798
H 0.0037 1.5468 -2.8212
H 0.7873 -0.8419 -2.6373
H 3.5872 0.3391 -2.5780
H 2.8633 -0.5259 -3.9372
H 3.1713 -1.3684 -2.4125
H 2.0352 1.0973 -0.6475
H 2.2262 -0.6261 -0.4891

Record 4
68
Properties=species:S:1:pos:R:3 method="wB97M-V/def2-TZVPD" spin_multiplicity=4 s2=3.774 e_homo_ev="-3.489 / -4.743" lumo_ev="2.76 / 2.68" charge=-1
V 0.0105 -0.0995 0.0987
O 3.3470 2.0421 1.0332
C 2.2626 1.5573 0.7336
O 2.0138 0.3307 0.4638
C 1.0232 2.4971 0.6987
C 1.2525 3.8639 1.1600
C 0.3884 4.8736 1.2810
C -1.0603 4.9062 0.9248
C -1.4223 2.4059 0.2480
N -0.0547 1.9078 0.3208
C -2.1126 1.5526 -0.8913
O -2.9770 2.0766 -1.5774
O -1.7336 0.3253 -0.9425
H 2.2820 4.0156 1.4588
H 0.7835 5.7972 1.6965
H -1.6390 4.8274 1.8483
C 2.8536 0.3004 4.2842
C 1.4510 -0.3136 4.2783
C 1.2168 -1.1484 5.5380
C 0.3896 0.7610 4.1120
C 0.3454 1.8162 5.0211
C -0.5398 2.8649 4.8642
C -1.3677 2.9000 3.7507
C -1.3430 1.8868 2.8060
C -2.1934 1.9227 1.5505
C -1.5290 3.8846 -0.1009
C -3.5280 2.6477 1.7051
C -0.5086 0.7735 3.0356
N -0.5390 -0.2917 2.1071
C -0.7630 -1.5140 2.4883
C -0.6114 -2.5617 1.5559
C -0.8003 -3.9486 1.6502
C -0.4694 -4.4645 0.4026
C -0.0907 -3.3658 -0.4029
N -0.1694 -2.2316 0.2900
C 0.3699 -3.3853 -1.8417
C 0.6312 -1.9624 -2.3414
C -0.7119 -4.0318 -2.7153
C 1.6644 -4.2018 -1.9484
H 3.6047 -0.4902 4.3432
H 2.9965 0.9612 5.1430
H 3.0399 0.8715 3.3750
H 1.4048 -0.9764 3.4150
H 1.2671 -0.5241 6.4338
H 1.9776 -1.9263 5.6279
H 0.2369 -1.6294 5.5244
H 1.0287 1.8156 5.8623
H -0.5716 3.6670 5.5911
H -2.0488 3.7310 3.6258
H -2.4339 0.8796 1.3395
H -1.2894 5.9039 0.5345
H -2.5664 4.0791 -0.3678
H -0.9609 4.0286 -1.0249
H -3.4228 3.7115 1.9193
H -4.0958 2.1991 2.5220
H -4.1050 2.5502 0.7853
H -1.0501 -1.7308 3.5185
H -1.1356 -4.4928 2.5204
H -0.4919 -5.5015 0.1029
H -0.2821 -1.3614 -2.3050
H 0.9693 -1.9890 -3.3805
H 1.4157 -1.4772 -1.7514
H -1.6395 -3.4602 -2.6590
H -0.9213 -5.0512 -2.3861
H -0.3890 -4.0685 -3.7595
H 2.4498 -3.7538 -1.3374
H 2.0099 -4.2387 -2.9854
H 1.5087 -5.2250 -1.6016

Record 5
72
Properties=species:S:1:pos:R:3 method="wB97M-V/def2-TZVPD" e_homo_ev=-13.159 lumo_ev=-6.42 de_lowest_kcal_mol=16.5 charge=+2
Pt 0.1394 0.6156 -0.0596
C 1.2606 3.4574 -0.5619
N -0.0379 2.9168 -0.1043
C -0.4058 3.3265 1.2618
C 0.2530 2.3859 2.2103
N 0.4830 1.1321 1.8832
C 1.0172 0.5045 3.0269
C 1.4183 -0.8068 3.2837
C 1.8821 -1.0870 4.5506
C 1.9530 -0.1034 5.5518
C 1.5564 1.1923 5.3135
C 1.0881 1.4679 4.0333
N 0.6023 2.6454 3.4725
C 2.0903 2.3712 -1.1527
N 2.0471 1.1182 -0.7305
C 3.0388 0.4228 -1.4755
C 3.5209 -0.8866 -1.4292
C 4.5472 -1.2184 -2.2867
C 5.1131 -0.2862 -3.1704
C 4.6779 1.0181 -3.2003
C 3.6417 1.3412 -2.3320
N 3.0129 2.5582 -2.0928
H 1.7941 3.8654 0.2993
H 1.1254 4.2710 -1.2745
H -0.7672 3.1771 -0.7599
H -1.4875 3.2371 1.3741
H -0.1384 4.3626 1.4803
H 1.3708 -1.5748 2.5311
H 2.2006 -2.0935 4.7852
H 2.3230 -0.3734 6.5315
H 1.6018 1.9528 6.0815
H 0.5030 3.5291 3.9469
H 3.1240 -1.6049 -0.7368
H 4.9404 -2.2260 -2.2695
H 5.9182 -0.5936 -3.8234
H 5.1219 1.7545 -3.8572
H 3.2257 3.4347 -2.5431
O -2.1612 -0.5337 -2.5737
C -0.9835 -0.6630 -2.3617
O -0.1711 0.3618 -1.9825
C -0.2564 -1.9415 -2.5342
C -0.3531 -2.6883 -3.7041
C 0.3352 -3.8820 -3.8173
C 1.1047 -4.3424 -2.7538
C 1.2008 -3.6097 -1.5817
C 0.5151 -2.4021 -1.4758
S 0.6472 -1.6102 0.1008
H -0.9706 -2.3236 -4.5148
H 0.2683 -4.4614 -4.7279
H 1.6410 -5.2783 -2.8377
H 1.7926 -3.9797 -0.7515
C -3.8230 -2.3259 0.5472
N -3.0351 -1.1867 1.0314
C -2.1234 -1.4750 2.1338
C -2.9594 -0.0554 0.3314
N -1.8511 0.7146 0.3150
N -4.0624 0.4029 -0.2880
C -5.4011 0.1888 0.2662
C -4.0059 1.4107 -1.3414
H -3.1769 -3.2033 0.5219
H -4.1760 -2.1342 -0.4620
H -4.6680 -2.5341 1.2032
H -2.6081 -2.1964 2.7879
H -1.9230 -0.5654 2.6990
H -1.1859 -1.8960 1.7868
H -2.0836 1.5873 -0.1334
H -5.3551 -0.4142 1.1654
H -6.0464 -0.2969 -0.4655
H -5.8376 1.1561 0.5220
H -3.1109 1.2757 -1.9410
H -4.0639 2.4269 -0.9304
H -4.8675 1.2710 -1.9910

Record 6
64
Properties=species:S:1:pos:R:3 method="wB97M-V/def2-TZVPD" e_homo_ev=-11.053 lumo_ev=-4.61 de_lowest_kcal_mol=39.9 charge=+1
C -1.0634 0.9450 1.5767
C 0.3574 0.4393 1.7996
C 0.4368 -0.8082 2.6976
C 1.3265 1.4393 2.0525
N 2.5653 1.1852 2.5760
C 3.3110 2.3331 3.1072
C 4.5372 1.8558 3.8724
O 5.3274 0.9565 3.0769
C 4.5867 -0.2095 2.7234
C 3.3445 0.1342 1.9143
H -1.7174 0.1263 1.2659
H -1.5001 1.3759 2.5039
H -1.1257 1.7292 0.8016
H -0.5191 -0.9596 3.2230
H 0.6647 -1.7443 2.1600
H 1.1993 -0.6910 3.4776
H 1.1178 2.4930 1.7904
H 3.6726 2.9356 2.2632
H 2.6408 2.9203 3.7403
H 5.2078 2.7160 4.0373
H 4.2212 1.3924 4.8337
H 5.2793 -0.7822 2.0875
H 4.2581 -0.7932 3.6104
H 2.7374 -0.7714 1.7970
H 3.6832 0.4786 0.9177
C 0.5902 5.8521 -3.3928
O 1.6118 4.8266 -3.2631
C 1.3207 3.7358 -2.5037
C 2.3708 2.8072 -2.3147
C 2.1405 1.6707 -1.5779
C 0.8347 1.3136 -1.1374
C 0.6739 0.1150 -0.3094
C -0.2706 -0.9154 -0.6608
C -0.0090 -2.2460 -0.2328
C -1.0512 -3.0922 0.0574
C -2.3602 -2.6996 -0.2324
O -3.3899 -3.5212 0.2238
C -4.2325 -4.0497 -0.7628
C -3.9921 -5.3608 -1.1635
C -4.5682 -5.8093 -2.3510
C -5.4470 -4.9823 -3.0656
C -5.7610 -3.7085 -2.5748
C -5.1904 -3.2524 -1.3830
C -2.5900 -1.5489 -0.9958
C -1.5317 -0.6699 -1.2557
C -0.2124 2.2149 -1.4242
C 0.0490 3.4791 -1.9386
H 1.0770 6.6001 -4.0212
H -0.3127 5.4476 -3.8785
H 0.3169 6.2785 -2.4134
H 3.3261 3.0410 -2.7634
H 2.9797 1.0116 -1.3492
H 1.6054 -0.2354 0.1521
H 1.0123 -2.5742 -0.0685
H -0.9065 -4.0691 0.5037
H -3.3025 -5.9713 -0.5814
H -4.3201 -6.8126 -2.7147
H -5.8892 -5.3422 -4.0028
H -6.4426 -3.0564 -3.1322
H -5.4356 -2.2757 -0.9718
H -3.5800 -1.3418 -1.4002
H -1.7007 0.2234 -1.8556
H -1.2321 1.9791 -1.1639
H -0.7302 4.2422 -1.9859